# 1
A gas-phase ion, C10H15N2O7 (charge -3), computed with the ωB97M-V functional and the def2-TZVPD basis.

Each line ends with the Löwdin charge.
Element x y z (Å)
O (3.765665, -2.241499, 0.523252)  -0.129
H (2.282690, -3.030330, -0.588623)  0.100
H (-2.347329, -1.146629, -1.798571)  0.103
H (3.204048, -0.683796, -1.397918)  0.123
O (4.674002, 0.234289, 0.845424)  -0.066
H (0.356383, 0.989535, -1.323031)  0.120
C (0.525662, 0.712101, -0.264908)  -0.191
H (-1.734791, 1.616247, 1.226430)  0.101
C (-0.562816, -0.305039, 0.123975)  -0.198
C (-2.510430, 1.045656, 0.700641)  -0.135
C (2.820652, 1.392285, -0.231576)  -0.146
O (-3.553121, -3.068319, -0.706746)  -0.142
H (-3.044557, 0.450814, 1.462205)  0.111
H (4.071056, -1.314394, 0.732258)  0.027
N (1.905776, 0.279185, -0.052545)  -0.169
C (2.463732, -2.124275, 0.008304)  -0.276
O (-3.745350, 2.244610, -1.044596)  -0.091
C (2.264565, -0.874785, -0.862935)  -0.188
H (2.753007, 1.828754, -1.249940)  0.111
H (0.372953, 1.615699, 0.331112)  0.106
H (-0.385509, -1.249674, -0.396042)  0.108
H (-0.504755, -0.512693, 1.203518)  0.119
H (1.727070, -2.095675, 0.823170)  0.109
C (4.346192, 1.134280, 0.047406)  -0.716
H (-3.713163, -0.360711, -1.005007)  0.106
H (1.487736, -1.079798, -1.613088)  0.110
O (-4.034266, 2.823330, 1.083673)  -0.144
C (-2.745944, -0.836834, -0.819349)  -0.133
C (-3.528322, 2.130385, 0.170696)  -0.750
C (-3.027252, -2.164418, -0.014896)  -0.750
O (5.115004, 1.915400, -0.539383)  -0.092
H (2.531133, 2.180963, 0.474488)  0.112
O (-2.736205, -2.230028, 1.190084)  -0.081
N (-1.865556, 0.195984, -0.287192)  -0.168

Force components x, y, z for each atom (eV/Å):
O 0.3 0.3 0.2
H -0.1 0.1 0.0
H -0.2 0.0 0.2
H -0.1 0.0 0.0
O 0.0 -0.6 0.5
H 0.0 0.0 0.1
C -0.1 -0.1 0.0
H -0.1 -0.1 0.0
C 0.2 0.3 -0.1
C -0.3 0.3 0.0
C 0.4 0.0 0.0
O -0.3 -0.3 -0.4
H 0.1 0.1 -0.1
H 0.0 -0.2 0.0
N 0.1 0.2 0.1
C -0.2 -0.2 -0.3
O 0.0 -0.2 -0.7
C 0.0 -0.4 0.3
H 0.0 -0.1 0.2
H 0.0 0.0 -0.1
H 0.0 0.0 0.1
H 0.0 -0.1 -0.1
H 0.0 0.0 -0.2
C -0.6 0.4 -0.4
H 0.1 -0.1 -0.1
H 0.0 0.1 0.0
O -0.2 0.2 0.7
C 0.0 -0.1 -0.1
C 0.4 -0.2 0.2
C 0.1 0.3 -0.4
O 0.2 0.4 -0.2
H 0.0 0.0 -0.1
O 0.3 0.3 0.6
N -0.2 -0.3 0.2

Spin multiplicity   1
Orbital gap   6.2 eV
Largest force on an atom   0.81 eV Å⁻¹
SMILES string   O=C([O-])CN(CCO)CCN(CC(=O)[O-])CC(=O)[O-]
Net charge   -3



# 2
5 unconnected molecules or ions with the total composition C10H15N5 at a distorted geometry, computed with the ωB97M-V functional and the def2-TZVPD basis.

Each line ends with the Löwdin charge.
Element x y z (Å)
H (-4.078574, -3.714088, -1.355248)  0.081
N (1.195406, -4.642618, 1.835252)  0.124
C (3.773366, -1.405888, 1.253022)  -0.272
N (0.498446, 3.192442, 0.148932)  0.128
N (2.735606, -0.984028, 1.437832)  0.154
H (4.940666, -2.550318, -0.058968)  0.087
C (-0.126324, 6.643702, -0.186988)  -0.083
H (-0.937734, 0.350102, 0.794732)  0.072
C (0.339396, 2.068552, 0.136442)  -0.244
H (-4.373884, -2.935308, -2.843518)  0.086
C (-4.360934, -2.746468, -1.770078)  -0.060
C (0.544366, -4.000838, 1.177232)  -0.279
H (-0.151814, 7.427392, -0.944138)  0.077
C (5.035466, -2.002188, 0.878392)  -0.063
H (5.376906, -2.639878, 1.693792)  0.088
H (-0.454894, -3.802928, -0.697818)  0.076
H (-1.350974, -3.087178, 0.505772)  0.060
N (-2.481784, 6.602552, 0.862852)  0.121
H (0.128756, -2.274058, -0.005578)  0.049
C (-0.076894, 0.629122, 0.187112)  -0.098
N (-2.527154, -1.052898, -1.037128)  0.165
H (0.550746, 7.028472, 0.575662)  0.087
H (-0.337234, 0.348282, -0.833408)  0.046
C (-0.309074, -3.244778, 0.227012)  -0.078
H (5.728806, -1.187008, 0.671362)  0.085
C (-3.340894, -1.778248, -1.385438)  -0.252
H (0.784716, -0.012728, 0.370852)  0.014
H (0.065616, 5.685912, -0.670628)  0.052
C (-1.459824, 6.589672, 0.366792)  -0.314
H (-5.330264, -2.504758, -1.334108)  0.088

Force components x, y, z for each atom (eV/Å):
H 0.1 0.0 0.2
N 1.7 -1.5 1.7
C 0.7 -0.7 -0.7
N 0.5 1.6 -0.2
N -1.4 0.7 0.4
H -0.2 -0.2 0.2
C -0.4 0.6 -0.6
H 0.3 0.6 0.2
C -1.4 -2.8 0.8
H -0.3 0.5 0.0
C 0.3 -0.7 0.2
C -2.5 1.9 -2.3
H 0.1 -0.1 -0.3
C 0.4 0.3 0.0
H 0.2 0.0 -0.2
H 0.6 -0.1 -0.1
H 0.3 0.1 0.9
N -1.5 -0.1 0.5
H 0.0 -0.1 0.1
C 0.9 0.3 -1.3
N 0.2 0.2 0.0
H 0.3 -0.7 0.0
H -0.3 0.2 -0.1
C 0.0 -0.2 -0.2
H 0.2 -0.1 0.3
C -0.4 -0.3 -0.1
H 0.0 0.2 0.6
H 0.7 0.1 0.4
C 0.9 0.1 0.0
H 0.0 0.2 -0.4

Spin multiplicity   1
Orbital gap   11.4 eV
Largest force on an atom   3.89 eV Å⁻¹
SMILES string   CC#N.CC#N.CC#N.CC#N.CC#N
Energy relative to the best compared isomer or geometry (same formula, charge and spin)   135.4 kJ/mol